1.
C25H49ClF3I3N2O14P2S | ωB97M-V/def2-TZVPD

```
100
Properties=species:S:1:pos:R:3:forces:R:3
C -3.23614 -7.77651 -1.18613 -0.212 -0.527 0.005
C -4.05032 -6.57095 -1.94611 0.201 -1.185 -0.255
C -4.20013 -5.19691 -1.03493 -1.283 0.352 -2.096
Cl -3.86161 -5.42200 0.76517 -0.127 0.318 -1.478
C -3.36857 -3.94038 -1.74677 -1.665 -0.293 0.585
I -4.55449 -3.55441 -3.60858 0.793 -0.586 0.248
O -2.05183 -4.32283 -2.25547 0.089 1.887 2.320
S -0.76906 -3.98906 -1.19629 6.262 -6.560 -0.514
O 0.55114 -4.18882 -2.04019 -5.310 2.057 2.389
O -0.74858 -5.11901 -0.14865 -1.252 4.349 -2.510
C -0.83088 -2.22457 -0.45030 -1.093 1.008 1.101
C 0.59507 -1.50309 -0.58239 1.043 -0.761 0.980
C 1.07507 -0.67415 -1.85248 2.006 1.881 -1.158
O 0.12613 -0.21171 -2.85844 0.756 0.045 0.828
C 2.31611 -1.35221 -2.75380 0.664 0.659 -1.154
F 2.93830 -0.15510 -3.44026 -1.542 -3.537 1.764
F 3.39831 -1.93115 -1.93360 -3.526 1.410 -2.966
F 1.82649 -2.21035 -3.85973 2.225 2.612 3.998
C -1.08352 -2.47395 1.18615 -0.220 -2.108 -0.477
I -1.83262 -0.74413 2.28751 -0.197 -0.483 -0.759
C 0.21888 -3.01272 2.00544 0.761 0.334 0.250
C 0.97158 -1.93550 2.97481 1.480 -0.672 1.015
I -0.55247 -4.59250 3.38499 0.468 0.700 -0.671
C -2.12331 -1.58600 -1.21312 0.634 -0.804 -1.979
N -2.35026 -0.10737 -1.06156 0.515 -0.332 -0.915
C -3.44910 -2.53352 -0.91498 0.623 1.285 0.187
O -4.60460 -1.74739 -1.46651 1.840 -1.577 0.307
N -5.18246 -1.16318 -0.37459 -4.874 -1.621 2.205
O -6.21542 -1.77783 -0.06856 3.751 2.482 -1.175
H -2.25425 -7.41645 -0.63683 -2.242 -0.578 -1.022
H -2.89103 -8.62234 -1.93918 -0.879 1.903 1.322
H -4.00898 -8.29049 -0.45005 1.934 1.107 -1.251
H -3.53635 -6.38509 -2.99571 -1.006 0.048 2.377
H -5.13560 -6.99423 -2.20510 2.334 1.129 0.698
H -5.34836 -4.88446 -1.12965 2.691 -0.470 0.534
H 1.41749 -2.35369 -0.39933 -1.799 1.915 -0.572
H 0.71077 -0.80261 0.38075 -0.569 -1.424 -2.270
H 1.59073 0.32860 -1.44640 -0.791 -2.489 -0.629
H 0.48866 0.59020 -3.33736 -0.276 -1.483 1.003
H -1.92526 -3.31355 1.30081 1.882 2.016 -0.378
H 1.02642 -3.57772 1.35656 -1.969 1.181 1.130
H 1.21734 -0.89805 2.49363 -0.712 -1.963 0.764
H 2.03215 -2.41821 3.24010 -2.252 0.948 -0.641
H 0.45083 -1.78982 4.03982 0.913 -0.184 -2.672
H -1.91985 -1.73971 -2.38199 -0.289 -0.102 2.448
H -2.57810 0.27045 -2.02832 0.355 -0.753 1.702
H -1.46753 0.38649 -0.79890 -1.023 -0.834 -0.178
H -3.69854 -2.64638 0.23303 0.866 -0.238 -2.369
C 3.96619 1.61094 -5.91247 0.207 -0.076 0.022
C 2.57825 1.73011 -6.51348 0.104 -0.388 0.401
O 2.23364 3.08682 -6.73486 0.456 -0.726 -0.298
P 2.92025 3.84697 -8.03407 -7.542 3.385 4.988
O 1.94795 3.20695 -9.05514 4.497 -0.740 -1.270
O 2.05948 5.27127 -7.97965 1.332 0.036 -0.547
C 1.43674 5.77843 -9.15110 -0.486 0.194 -0.255
C -0.05002 5.48819 -9.10704 -0.330 -0.077 0.064
O 4.00657 4.56204 -6.89326 1.820 -2.000 -2.745
C 3.67798 5.63321 -6.01496 -0.093 1.056 0.267
C 2.60313 5.31801 -4.98980 -0.424 -0.315 -0.215
H 4.72725 1.94134 -6.62712 0.000 -0.035 0.061
H 4.18143 0.57506 -5.63706 -0.039 0.100 -0.046
H 4.06334 2.24152 -5.02223 -0.051 -0.133 -0.139
H 2.50746 1.16329 -7.44588 -0.099 -0.029 0.013
H 1.84298 1.31694 -5.81640 -0.038 0.117 -0.120
H 1.90395 5.37776 -10.05652 -0.169 -0.052 0.180
H 1.59505 6.86308 -9.16723 0.077 -0.114 0.133
H -0.25435 4.42652 -8.93502 0.191 0.107 -0.180
H -0.53671 5.79081 -10.03978 0.053 -0.008 0.111
H -0.52000 6.02935 -8.27855 0.099 0.030 -0.139
H 3.43854 6.53625 -6.58576 -0.115 -0.236 0.068
H 4.59979 5.86408 -5.47034 0.143 -0.325 -0.246
H 1.62161 5.19652 -5.45726 0.174 0.009 0.044
H 2.52072 6.12918 -4.26121 0.205 0.041 -0.107
H 2.83004 4.39092 -4.45462 0.039 0.161 -0.044
C 1.77677 -1.31893 9.44811 0.195 -0.019 0.040
C 0.38884 -1.19976 8.84710 0.022 -0.418 0.436
O 0.04422 0.15695 8.62572 0.512 -0.735 -0.366
P 0.73083 0.91709 7.32651 -7.533 3.425 5.138
O -0.24146 0.27708 6.30544 4.476 -0.785 -1.376
O -0.12993 2.34139 7.38093 1.329 0.024 -0.595
C -0.75268 2.84855 6.20948 -0.490 0.199 -0.221
C -2.23944 2.55831 6.25354 -0.324 -0.083 0.061
O 1.81716 1.63217 8.46733 1.834 -2.056 -2.800
C 1.48857 2.70334 9.34562 -0.120 1.114 0.315
C 0.41371 2.38814 10.37078 -0.408 -0.331 -0.233
H 2.53784 -0.98854 8.73346 0.019 -0.054 0.073
H 1.99202 -2.35482 9.72352 -0.024 0.066 -0.052
H 1.87393 -0.68835 10.33835 -0.056 -0.130 -0.151
H 0.31804 -1.76659 7.91470 -0.088 -0.029 -0.005
H -0.34643 -1.61293 9.54418 -0.031 0.159 -0.134
H -0.28546 2.44788 5.30406 -0.158 -0.056 0.166
H -0.59437 3.93320 6.19335 0.078 -0.114 0.131
H -2.44377 1.49664 6.42556 0.188 0.102 -0.169
H -2.72612 2.86094 5.32080 0.045 0.003 0.104
H -2.70941 3.09947 7.08203 0.099 0.022 -0.147
H 1.24912 3.60637 8.77482 -0.108 -0.235 0.064
H 2.41038 2.93421 9.89024 0.147 -0.328 -0.253
H -0.56781 2.26664 9.90332 0.174 0.007 0.055
H 0.33131 3.19930 11.09938 0.207 0.036 -0.111
H 0.64063 1.46104 10.90596 0.024 0.175 -0.043
```
Forces are in eV/Å.

Properties
Energy relative to the best compared isomer or geometry (same formula, charge and spin) ... 308.86 kcal per mole
SMILES ... CC[C@@H](Cl)[C@]1(I)OS(=O)(=O)[C@](C[C@H](O)C(F)(F)F)([C@H](I)[C@@H](C)I)[C@H](N)[C@H]1ON=O.CCOP(=O)(OCC)OCC.CCOP(=O)(OCC)OCC
Net charge ... 0
Molecular weight ... 1168.84 g mol⁻¹

***

2.
C25H49NO8PS2 | ωB97M-V/def2-TZVPD

```
86
Properties=species:S:1:pos:R:3:forces:R:3
C -2.15422 -3.70397 1.05842 -3.485 -1.329 -4.704
C -2.89754 -3.77092 -0.03086 2.396 -0.222 4.573
C -3.99259 -3.82053 -1.21808 1.066 -1.454 1.579
P -4.66727 -2.03427 -1.57358 1.066 0.919 -0.289
C -3.30207 -1.71734 -2.91931 1.321 0.400 -1.205
C -2.41737 -0.39580 -2.65357 0.495 -0.144 -1.350
C -1.06884 -0.49546 -3.57939 0.371 -0.538 0.607
C 0.17712 -0.75160 -2.58697 -0.799 0.520 0.152
C 0.45070 0.61792 -1.77350 0.665 0.159 -0.525
C 1.76613 1.33457 -2.42872 -2.015 -0.692 0.236
O 2.92777 0.67878 -1.81265 1.608 2.632 0.849
C 3.93905 1.63534 -1.48017 2.015 2.183 -2.842
C 4.16753 1.98059 0.07257 -0.916 -0.701 -0.226
O 4.62573 2.23294 -2.38668 -3.247 -2.862 4.059
C -5.31615 -0.26087 -1.84595 -0.987 2.142 0.000
C -6.84126 0.01142 -1.39763 0.437 0.419 -0.535
C -7.02696 1.58261 -1.00880 -1.011 0.029 0.029
C -6.33576 2.60554 -2.03487 0.090 -1.244 -0.099
N -6.50694 4.05971 -1.67738 0.759 1.465 -1.215
C -7.15406 4.71410 -0.54797 2.550 3.879 -3.761
C -6.87592 6.23710 -0.84317 1.067 -2.641 -1.634
C -6.02719 6.39713 -2.16631 -1.333 -5.197 1.384
C -5.83201 4.92467 -2.67066 -2.018 3.367 3.894
H -1.56430 -3.99409 2.01864 -1.271 0.960 -2.515
H -3.58663 -4.35306 -2.15028 -0.329 0.759 1.476
H -4.88654 -4.43097 -0.82549 1.406 0.733 -0.417
H -3.73799 -1.49916 -0.59102 0.178 -0.061 0.223
H -5.63499 -2.25116 -0.52241 -0.439 -0.110 0.190
H -5.56577 -2.51679 -2.61758 -0.255 -0.453 -0.054
H -3.77139 -1.65341 -3.98450 0.636 0.003 1.637
H -2.54484 -2.60526 -2.98591 -1.179 1.461 0.251
H -2.93134 0.59496 -2.98414 0.522 -1.798 0.840
H -2.13252 -0.34574 -1.53664 -0.485 0.033 -1.746
H -0.91152 0.44661 -4.22413 -0.109 -1.261 1.046
H -1.15366 -1.38431 -4.30582 0.001 1.343 1.070
H 1.14503 -1.06974 -3.11792 -1.405 0.423 0.717
H -0.13915 -1.59167 -1.85697 0.568 1.310 -1.203
H -0.40759 1.38956 -1.86507 1.166 -1.512 0.069
H 0.58750 0.37245 -0.65772 0.089 0.672 -1.675
H 1.75081 1.07089 -3.55096 0.187 0.787 1.685
H 1.71699 2.47186 -2.23589 0.486 -1.816 -0.365
H 4.64159 3.01346 0.23286 -0.519 -1.756 -0.609
H 3.12499 1.98273 0.59234 1.899 -0.226 -0.851
H 4.82828 1.14098 0.52136 -1.170 1.462 -0.621
H -5.21415 0.08095 -2.95942 -0.190 -0.610 1.788
H -4.65959 0.47605 -1.21953 -0.936 -1.313 -1.010
H -7.18681 -0.68560 -0.52857 0.756 1.366 -1.387
H -7.51691 -0.23231 -2.30260 0.869 0.453 1.428
H -6.69240 1.80561 0.07272 -0.216 -0.465 -1.690
H -8.17547 1.79674 -1.02861 1.899 -0.153 0.062
H -5.18672 2.45236 -2.15717 -2.157 -0.035 0.490
H -6.79084 2.40950 -3.08777 0.642 0.474 1.797
H -7.69305 4.19131 0.31177 1.035 0.790 -1.735
H -7.18787 7.12980 -0.20000 0.439 -1.705 -0.994
H -5.60546 7.31816 -2.69625 -0.901 -1.521 1.135
H -5.26272 4.49941 -3.58304 -1.263 0.690 1.983
O 0.56998 -6.45412 4.38333 0.185 0.723 -0.174
S 0.38722 -5.03324 4.53693 -0.117 0.269 0.328
O 0.37968 -4.13827 3.40905 0.161 -0.746 0.458
O 1.44756 -4.48188 5.63143 -0.904 -0.233 -0.144
C 2.83324 -4.74927 5.43151 0.969 -0.016 -0.299
C 3.42899 -3.84320 4.37006 -0.108 0.052 -0.331
C -1.08148 -4.74922 5.48478 0.061 0.077 0.165
H 2.99292 -5.80388 5.18746 -0.199 0.048 -0.009
H 3.33417 -4.55969 6.38494 -0.380 -0.019 0.039
H 3.01332 -4.06621 3.38458 0.050 0.015 0.096
H 4.51270 -3.97175 4.31575 -0.065 -0.017 0.098
H 3.20440 -2.79536 4.58576 0.067 -0.112 0.052
H -1.06623 -5.39349 6.36312 0.056 0.045 -0.096
H -1.93851 -4.99190 4.85516 0.177 -0.003 -0.079
H -1.11812 -3.69819 5.77231 0.044 -0.103 -0.081
O 8.84476 1.44440 3.29980 -0.254 0.432 -0.567
S 8.96761 2.51800 2.34677 0.363 0.063 -0.424
O 7.81803 3.22546 1.84372 0.421 -0.590 0.452
O 9.85616 2.00785 1.09263 -0.022 0.657 0.945
C 9.45035 0.82512 0.40615 -0.500 -0.794 -0.651
C 8.27216 1.08948 -0.51230 -0.270 0.144 0.083
C 10.12503 3.70411 2.97151 0.150 0.007 -0.105
H 9.22755 0.02264 1.11578 0.036 0.185 0.101
H 10.30386 0.49704 -0.19350 0.101 0.274 0.269
H 7.37490 1.33529 0.06045 0.080 -0.033 -0.074
H 8.05206 0.21035 -1.12236 0.095 0.046 0.044
H 8.47741 1.93772 -1.17037 0.017 -0.137 0.023
H 11.01549 3.18124 3.31853 -0.104 0.002 -0.061
H 9.65076 4.23010 3.80081 -0.087 -0.142 -0.102
H 10.37118 4.40915 2.17717 -0.069 -0.107 0.052
```
Forces are in eV/Å.

Properties
Electronic energy ... -2775.917864 Eh
Net charge ... -1
Molecular weight ... 586.77 g mol⁻¹

***

3.
C25H49NOP3Zr | ωB97M-V/def2-TZVPD

```
80
Properties=species:S:1:pos:R:3:forces:R:3
Zr -0.05080 -0.59976 0.47384 1.814 1.822 -1.788
P -0.64237 1.64589 1.82083 -0.275 2.034 1.263
P 0.82570 -1.62477 -1.85041 0.940 -0.859 -1.922
N 1.11526 1.17598 -0.64612 2.563 1.269 -0.080
C 0.50758 2.89326 1.11169 0.321 0.356 -0.593
H 0.00821 3.86554 1.12027 -0.030 -0.021 0.327
H 1.37812 2.99225 1.77793 -0.224 -0.220 -0.322
C 0.93719 2.68064 -0.33656 0.299 -0.645 -0.216
H 0.21507 3.02604 -1.08230 0.127 0.321 0.293
H 1.94886 3.15761 -0.48839 -1.245 -0.224 -0.140
C 1.67862 1.09909 -2.08194 -0.109 0.232 0.635
H 2.64130 1.69038 -2.07602 -1.187 -0.386 -0.348
H 0.91546 1.58527 -2.69554 0.342 -0.169 -0.282
C 1.98681 -0.34246 -2.47011 0.136 0.707 -0.197
H 3.01275 -0.62518 -2.19544 -0.346 0.163 0.124
H 1.95208 -0.35269 -3.56100 0.118 -0.324 -0.062
C -0.16162 -2.00955 -3.38533 -0.732 0.236 0.097
C -1.49495 -2.68653 -3.05693 -0.221 -0.148 -0.072
H -2.06014 -2.83835 -3.99084 0.182 0.026 0.363
H -2.12008 -2.06781 -2.40003 0.125 -0.254 -0.145
H -1.35060 -3.67500 -2.59350 -0.041 0.303 -0.183
C 2.03865 -3.01589 -1.52033 -0.157 0.029 0.739
C 1.31989 -4.29955 -1.10398 -0.128 -0.269 0.057
H 2.06603 -5.04224 -0.77963 -0.273 0.232 -0.134
H 0.74685 -4.74207 -1.93473 0.216 0.152 0.252
H 0.64005 -4.14153 -0.25316 0.144 0.002 -0.188
C 0.03159 1.58610 3.57516 0.211 -0.722 -0.092
C -0.81857 0.69315 4.47599 -0.230 -0.181 0.284
H -0.38657 0.67596 5.49067 -0.178 0.022 -0.394
H -0.83487 -0.34792 4.12010 0.029 0.257 0.080
H -1.85764 1.05461 4.56394 0.402 -0.107 0.007
C -2.25899 2.58190 1.80147 -0.400 -0.360 -0.461
C -3.46636 1.65168 1.92763 -0.318 -0.062 0.105
H -4.38906 2.25288 1.87389 0.324 -0.264 0.032
H -3.47696 1.11111 2.88743 -0.022 0.221 -0.327
H -3.50969 0.92503 1.10630 -0.059 0.121 0.281
C -1.95488 -0.12749 -0.64503 -8.814 1.722 -4.810
O -2.96037 0.09040 -1.24462 6.539 -1.272 3.737
C 3.09511 -3.28385 -2.59612 0.090 -0.029 -0.368
H 2.67060 -3.77854 -3.47683 0.165 0.153 0.325
H 3.62051 -2.38188 -2.92811 -0.064 -0.263 0.034
H 3.85178 -3.96538 -2.18100 -0.238 0.233 0.008
C 0.33971 2.92608 4.24627 -0.139 0.458 0.073
H 0.90016 2.73468 5.17433 -0.128 -0.075 -0.348
H 0.95426 3.59445 3.63262 -0.148 -0.117 0.212
H -0.57196 3.46473 4.53158 0.367 -0.212 -0.065
C -2.39250 3.75962 2.77037 0.075 0.257 0.245
H -3.31251 4.31451 2.52233 0.321 -0.267 -0.031
H -2.50118 3.42782 3.81403 0.057 0.069 -0.394
H -1.56344 4.47610 2.70291 -0.198 -0.205 0.076
C 0.55658 -2.77226 -4.50228 0.250 -0.122 -0.165
H 0.73884 -3.82317 -4.23525 -0.062 0.367 -0.038
H -0.09456 -2.78518 -5.39074 0.136 0.104 0.348
H 1.50091 -2.30571 -4.80898 -0.191 -0.163 0.099
H -0.38687 -0.99931 -3.76240 0.007 -0.092 0.045
H -2.26079 2.98934 0.77978 -0.009 -0.016 0.033
H 2.56139 -2.62115 -0.63249 0.032 -0.134 -0.055
H 0.98922 1.07220 3.39910 -0.016 0.028 0.131
H 2.08327 1.17185 -0.25172 -0.873 -1.202 0.862
H 1.01212 -1.18772 1.57088 1.810 -1.454 2.675
C -2.74154 -3.28118 0.19791 0.133 0.102 -0.353
P -1.67485 -2.43707 1.41055 -1.263 -2.059 0.915
C -2.95028 -1.78585 2.53563 -0.115 0.558 0.237
C -1.01143 -3.85632 2.38066 0.471 0.374 -0.051
C -0.74172 -3.67687 3.74778 0.013 -0.173 -0.110
C -0.39076 -4.77509 4.53212 -0.055 -0.125 -0.460
C -0.27225 -6.04758 3.94653 -0.047 0.528 0.143
C -0.48762 -6.20087 2.58080 0.077 -0.419 -0.299
C -0.84407 -5.11229 1.78788 -0.127 0.115 0.041
H -2.13815 -3.86335 -0.51073 -0.323 0.142 0.190
H -3.40344 -3.94652 0.76976 0.153 0.155 -0.241
H -3.33270 -2.53827 -0.35464 0.041 -0.323 0.119
H -3.69087 -1.20811 1.96280 0.204 -0.185 0.217
H -2.51470 -1.13926 3.31285 -0.320 -0.321 -0.257
H -3.43917 -2.65412 3.00390 0.168 0.284 -0.149
H -0.82470 -2.68670 4.19927 -0.010 -0.305 -0.009
H -0.21989 -4.64252 5.59334 0.018 -0.029 -0.065
H -0.00734 -6.90419 4.56431 -0.067 0.198 -0.174
H -0.38429 -7.18955 2.11076 -0.058 0.520 0.298
H -1.02251 -5.25406 0.72050 0.022 -0.091 0.384
```
Forces are in eV/Å.

Properties
Electronic energy ... -2182.069984 Eh
Net charge ... +3
Molecular weight ... 563.82 g mol⁻¹